1.
ORCA calculation (wB97M-V/def2-TZVPD) on a structure of composition C26H21Cl3N3OSiSn.

CARTESIAN COORDINATES (ANGSTROEM)
Sn: -0.12 1.33 0.67
O: -1.09 4.80 -1.52
C: -1.07 3.72 -0.96
N: -0.03 3.19 -0.28
C: 1.24 3.88 -0.28
C: 2.34 2.86 -0.47
C: 3.54 3.16 -1.10
C: 4.47 2.16 -1.27
C: 4.20 0.88 -0.80
C: 2.99 0.66 -0.18
N: 2.08 1.63 -0.02
C: -2.28 2.83 -0.96
C: -3.41 3.18 -1.66
C: -4.48 2.29 -1.68
C: -4.37 1.08 -1.01
C: -3.20 0.80 -0.33
N: -2.18 1.67 -0.31
H: 1.40 4.39 0.68
H: 1.26 4.63 -1.06
H: 3.71 4.16 -1.46
H: 5.41 2.37 -1.77
H: 4.90 0.07 -0.91
H: 2.72 -0.32 0.20
H: -3.43 4.13 -2.18
H: -5.38 2.53 -2.22
H: -5.17 0.36 -1.01
H: -3.06 -0.13 0.20
C: 0.33 -5.13 -2.58
C: 0.54 -4.93 -1.22
C: 0.40 -3.67 -0.67
C: 0.04 -2.58 -1.47
C: -0.16 -2.79 -2.83
C: -0.02 -4.05 -3.39
C: -0.08 -1.20 -0.97
C: -0.11 -0.76 0.30
C: -0.15 -1.49 1.58
C: 0.90 -1.38 2.50
C: 0.85 -2.03 3.72
C: -0.26 -2.78 4.06
C: -1.32 -2.89 3.16
C: -1.27 -2.24 1.94
H: 0.45 -6.11 -3.02
H: 0.82 -5.76 -0.59
H: 0.57 -3.53 0.39
H: -0.44 -1.95 -3.47
H: -0.19 -4.20 -4.45
H: -0.13 -0.46 -1.76
H: 1.78 -0.79 2.23
H: 1.68 -1.94 4.41
H: -0.31 -3.29 5.01
H: -2.19 -3.49 3.42
H: -2.09 -2.33 1.24
Cl: -1.27 0.95 4.24
Si: -0.16 2.20 3.10
Cl: -0.95 4.06 3.09
Cl: 1.76 2.26 3.74

Values from the calculation:
strongest force on any atom	0.657	eV Å⁻¹
E	-85096.9867	eV
Kohn-Sham gap	0.2995	Eh
charge	+1
HOMO	-11.2	eV
energy above the lowest of the compared OMol25 structures with the same formula, charge and spin	0.00	kJ/mol

2.
ORCA calculation (wB97M-V/def2-TZVPD) on a structure of composition C26H21F6N8OPd.

CARTESIAN COORDINATES (ANGSTROEM)
Pd: 0.62 0.59 -0.20
C: 3.39 -4.31 2.70
C: 2.34 -3.53 1.95
C: 1.10 -3.25 2.51
C: 0.16 -2.49 1.85
C: 0.39 -1.97 0.56
N: -0.49 -1.15 -0.14
C: -1.84 -1.42 -0.14
C: -2.34 -2.70 0.17
C: -3.69 -2.99 0.24
C: -4.65 -2.02 0.00
C: -6.13 -2.31 0.07
C: -4.18 -0.77 -0.38
C: -2.83 -0.47 -0.47
N: -2.52 0.84 -0.93
C: -2.96 2.00 -0.38
C: -2.53 3.02 -1.19
C: -1.84 2.37 -2.23
N: -1.83 1.05 -2.06
C: 1.65 -2.27 0.02
C: 2.60 -3.01 0.69
N: 1.97 -1.75 -1.27
C: 2.61 -2.35 -2.29
C: 2.68 -1.45 -3.32
C: 2.04 -0.30 -2.84
N: 1.62 -0.50 -1.61
H: 2.94 -4.95 3.46
H: 4.09 -3.64 3.20
H: 3.97 -4.95 2.03
H: 0.87 -3.62 3.50
H: -0.78 -2.26 2.33
H: -1.64 -3.50 0.37
H: -4.00 -3.99 0.50
H: -6.31 -3.27 0.54
H: -6.58 -2.34 -0.92
H: -6.66 -1.55 0.65
H: -4.88 0.01 -0.66
H: -3.48 2.00 0.56
H: -2.66 4.07 -1.03
H: -1.33 2.81 -3.07
H: 3.57 -3.15 0.22
H: 2.93 -3.38 -2.20
H: 3.12 -1.60 -4.29
H: 1.86 0.65 -3.32
C: 3.82 3.51 0.20
C: 2.45 3.10 -0.37
O: 2.20 1.82 0.00
C: 1.41 4.11 0.16
F: 1.78 5.40 -0.06
F: 1.26 3.97 1.48
F: 0.20 3.97 -0.41
C: 2.54 3.21 -1.92
F: 2.76 4.46 -2.37
F: 1.42 2.77 -2.53
F: 3.55 2.45 -2.38
H: 3.75 3.48 1.28
H: 4.13 4.51 -0.12
H: 4.55 2.77 -0.13
N: -0.46 1.44 1.26
C: -1.11 2.14 1.93
N: -1.92 2.81 2.66
C: -1.50 3.59 3.64
N: -1.23 4.30 4.52

Values from the calculation:
strongest force on any atom	0.651	eV Å⁻¹
E	-61058.3994	eV
Kohn-Sham gap	0.2606	Eh
charge	-1
HOMO	-4.6	eV
energy above the lowest of the compared OMol25 structures with the same formula, charge and spin	0.00	kJ/mol

3.
ORCA calculation (wB97M-V/def2-TZVPD) on a structure of composition C26H21N5O3RuS3.

CARTESIAN COORDINATES (ANGSTROEM)
Ru: -0.10 -0.28 0.18
C: 0.09 -3.65 0.18
C: 1.47 -3.04 0.17
C: 2.55 -3.79 -0.28
C: 3.82 -3.27 -0.24
C: 4.05 -2.00 0.28
C: 5.42 -1.48 0.32
C: 5.85 -0.20 0.13
C: 5.09 1.00 -0.04
C: 3.82 1.23 0.46
S: 1.28 1.98 0.84
C: 2.93 -1.32 0.73
N: 1.65 -1.78 0.62
H: 0.15 -4.66 0.56
H: -0.31 -3.71 -0.84
H: -0.58 -3.09 0.82
H: 2.37 -4.79 -0.66
H: 4.66 -3.86 -0.60
H: 6.19 -2.24 0.34
H: 6.92 -0.10 -0.02
H: 5.56 1.77 -0.64
C: 4.64 4.04 -0.13
N: 3.27 3.52 -0.25
C: 2.31 4.40 -0.80
C: 1.01 4.20 -0.76
N: 0.39 3.09 -0.17
C: 2.94 2.29 0.21
S: 3.15 0.14 1.68
C: -0.98 2.93 -0.10
C: -1.85 4.01 -0.29
C: -3.21 3.79 -0.24
C: -3.69 2.52 0.04
C: -2.78 1.52 0.26
N: -1.44 1.70 0.18
H: 4.58 5.10 0.07
H: 5.22 3.88 -1.05
H: 5.15 3.56 0.70
H: 2.70 5.27 -1.30
H: 0.36 4.89 -1.27
H: -1.46 5.01 -0.44
H: -3.89 4.62 -0.39
H: -4.75 2.30 0.10
H: -3.10 0.53 0.53
O: -1.97 -1.13 -3.80
S: -1.59 -2.05 -2.77
O: -0.48 -2.93 -2.97
N: -1.39 -1.24 -1.33
C: -2.22 -1.71 -0.38
O: -2.07 -1.33 0.81
C: -3.21 -2.70 -0.86
C: -4.22 -3.32 -0.16
C: -5.02 -4.22 -0.85
C: -4.80 -4.48 -2.21
C: -3.78 -3.86 -2.91
C: -2.99 -2.97 -2.20
H: -4.37 -3.11 0.89
H: -5.83 -4.72 -0.34
H: -5.44 -5.18 -2.73
H: -3.60 -4.06 -3.96

Values from the calculation:
strongest force on any atom	0.935	eV Å⁻¹
E	-75974.3246	eV
Kohn-Sham gap (alpha / beta)	0.2562 / 0.2379	Eh
multiplicity	6
charge	+1
HOMO (alpha / beta)	-9.5 / -10.5	eV
energy above the lowest of the compared OMol25 structures with the same formula, charge and spin	384.62	kJ/mol

4.
ORCA calculation (wB97M-V/def2-TZVPD) on a structure of composition C26H22AsO2Sn in a non-equilibrium geometry.

CARTESIAN COORDINATES (ANGSTROEM)
Sn: -0.12 -2.72 -1.71
C: -3.37 -2.47 1.23
C: -2.68 -2.25 -0.05
O: -1.78 -3.14 -0.37
C: -3.15 -1.22 -0.91
C: -4.25 -0.40 -0.52
C: -4.86 0.46 -1.38
C: -4.36 0.69 -2.68
C: -3.24 -0.01 -3.07
C: -2.58 -0.93 -2.19
O: -1.43 -1.39 -2.66
H: -2.96 -3.35 1.74
H: -4.45 -2.52 1.06
H: -3.22 -1.61 1.85
H: -4.60 -0.46 0.50
H: -5.77 0.99 -1.04
H: -4.88 1.39 -3.33
H: -2.83 0.16 -4.07
C: 2.00 -1.04 4.49
C: 1.14 -1.95 3.83
C: 0.85 -1.76 2.47
C: 1.44 -0.72 1.76
C: 2.26 0.21 2.43
C: 2.53 0.05 3.77
As: 1.10 -0.56 -0.17
C: 2.92 -0.05 -0.73
C: 3.86 -1.09 -0.70
C: 5.19 -0.86 -1.09
C: 5.57 0.42 -1.53
C: 4.63 1.45 -1.59
C: 3.29 1.23 -1.13
C: 0.17 1.14 -0.31
C: -0.50 1.72 0.80
C: -1.27 2.87 0.61
C: -1.42 3.42 -0.66
C: -0.83 2.80 -1.76
C: -0.08 1.61 -1.61
H: 2.20 -1.19 5.54
H: 0.70 -2.83 4.29
H: 0.19 -2.42 1.93
H: 2.66 1.02 1.82
H: 3.22 0.77 4.23
H: 3.52 -2.07 -0.35
H: 5.92 -1.67 -1.05
H: 6.59 0.64 -1.83
H: 4.89 2.44 -1.94
H: 2.59 2.07 -1.06
H: -0.36 1.24 1.76
H: -1.79 3.31 1.47
H: -1.95 4.35 -0.85
H: -1.02 3.18 -2.73
H: 0.30 1.07 -2.48

Values from the calculation:
strongest force on any atom	1.725	eV Å⁻¹
E	-98078.3714	eV
Kohn-Sham gap	0.2823	Eh
charge	+1
HOMO	-11.4	eV